Below is a cluster of 9 separate species, C36H56N5O21P in total at a distorted geometry, with properties calculated with ωB97M-V with the def2-TZVPD basis set.

Geometry (Å):
P 4.467 2.326 -1.237
O 3.374 2.440 3.897
O 3.166 2.315 -0.322
O -2.382 -2.448 2.990
O -2.854 0.754 6.329
O -0.144 0.563 6.894
O 0.369 -3.777 -4.426
O 3.808 -1.104 0.816
O 6.602 -0.850 1.166
O 0.398 -2.371 3.240
O 4.439 3.098 -2.472
O -3.831 -6.049 -0.646
O 6.095 2.583 4.203
O 5.592 2.755 -0.142
O -2.972 4.663 2.835
O -3.306 2.657 -1.173
O -1.907 -0.295 -6.670
O -7.389 1.249 2.238
O -4.829 1.220 3.044
O -0.344 1.129 0.895
O -5.942 2.834 -1.936
O 4.689 0.754 -1.479
N -3.031 0.443 -4.853
N -0.618 -0.996 0.132
N -1.038 3.704 3.551
N -2.512 -6.780 -2.335
N 1.528 -1.902 -3.923
C -6.738 2.101 0.179
C -6.431 1.714 1.425
C -5.688 2.500 -0.808
C -1.380 -1.870 -0.755
C -4.016 2.044 0.984
C -4.051 1.371 -4.355
C 6.314 0.748 2.810
C -2.075 -0.048 5.610
C -4.294 2.446 -0.247
C -0.954 0.299 0.234
C 5.544 1.650 3.397
C -0.356 -1.658 4.067
C -3.577 -6.863 -1.534
C 4.054 1.667 3.262
C -1.629 -5.620 -2.299
C 0.607 -2.608 -4.657
C -1.864 4.211 2.619
C 6.929 2.912 -0.570
C 5.806 -0.183 1.787
C -0.607 -0.108 6.000
C -2.590 -0.756 4.591
C 2.224 3.377 -0.495
C 4.302 -0.211 1.676
C 0.296 3.217 3.248
C 5.577 0.316 -2.482
C 0.767 -1.393 0.340
C 3.512 0.612 2.382
C 1.941 -0.577 -4.376
C -2.084 -0.061 -3.862
C 2.469 -2.630 -3.075
C -5.043 1.690 1.949
C -1.850 -1.680 3.757
C 0.164 -0.903 5.059
C -2.236 -7.840 -3.285
C -1.290 3.749 4.994
C -2.778 0.402 -6.175
H 0.135 -1.944 -5.403
H -4.846 1.426 -5.095
H -7.729 1.968 -0.231
H 1.499 -0.337 -5.343
H -2.287 4.177 5.111
H -1.908 -4.993 -3.148
H 1.026 -1.250 1.387
H -3.605 -0.528 4.289
H 5.072 -0.014 -3.388
H 2.022 3.537 -1.555
H 1.303 3.188 0.045
H -3.293 3.583 -1.447
H -1.954 0.527 -0.173
H -1.174 -8.066 -3.133
H -0.151 -2.909 2.647
H -3.579 0.892 -6.747
H -1.085 -0.286 -4.218
H -4.225 -7.747 -1.592
H -1.391 2.709 5.308
H -2.957 -8.647 -3.250
H 7.398 2.153 -1.201
H 7.604 2.867 0.294
H -2.406 -1.554 -0.931
H -3.662 2.362 -4.119
H 1.433 -1.039 -0.444
H 0.398 3.158 2.152
H 3.012 -0.546 -4.588
H -2.545 -0.920 -3.377
H 2.436 0.488 2.390
H -2.969 2.027 1.266
H 2.637 4.331 -0.159
H 4.528 -1.536 0.331
H -0.591 -5.934 -2.372
H 7.007 3.935 -0.949
H 2.807 -1.860 -2.374
H -2.403 1.075 7.125
H 0.438 2.156 3.439
H 3.289 -3.008 -3.687
H 5.389 3.092 4.632
H 1.653 0.158 -3.625
H 1.132 3.893 3.419
H -0.544 4.302 5.554
H -6.993 1.141 3.123
H 0.766 -2.485 0.255
H 6.357 1.016 -2.798
H -4.505 1.010 -3.434
H -1.991 0.743 -3.127
H -2.218 -7.451 -4.313
H 1.974 -3.405 -2.499
H -1.906 -5.071 -1.404
H -0.900 -1.807 -1.741
H 7.392 0.728 2.891
H -1.344 -2.926 -0.504
H -1.395 4.178 1.620
H 1.236 -0.985 5.201
H 6.207 -0.501 -2.117

Calculated values
E_HOMO = -9.10 eV
lowest unoccupied orbital energy = -1.57 eV
SMILES string = O=C1C=C(O)C(=O)C=C1O.O=C1C=C(O)C(=O)C=C1O.O=C1C=C(O)C(=O)C=C1O.COP(=O)(OC)OC.CN(C)C=O.CN(C)C=O.CN(C)C=O.CN(C)C=O.CN(C)C=O
molecular weight = 925.832 Da
net charge = 0
orbital gap = 7.523 eV